(1)
Below is one molecule with the formula C5H9N3O2 in a non-equilibrium geometry, with properties calculated with the ωB97M-V functional and the def2-TZVPD basis.

Results
Energy relative to the best compared isomer or geometry (same formula, charge and spin) (eV): 10.769
Total charge: 0
Kohn-Sham gap (eV): 9.15
Highest occupied orbital energy (eV): -8.4
Energy (eV): -13885.81277

Structure (XYZ):
```
19
C5H9N3O2 | the Open Molecules 2025 dataset | the ωB97M-V functional and the def2-TZVPD basis
C 0.04 0.83 -1.10
C 0.96 1.90 -0.71
C 1.86 1.55 0.48
C -1.42 -1.55 0.92
C -0.78 -1.30 -0.50
N 2.22 -1.55 0.59
N 2.95 0.71 0.05
N 2.87 -0.46 0.31
O 3.68 -1.55 0.19
O 0.08 -0.24 -0.32
H 1.64 2.09 -1.64
H 0.32 2.77 -0.66
H 2.48 2.39 0.75
H 1.24 1.11 1.26
H -0.73 -1.79 1.68
H -1.73 -0.41 1.15
H -2.23 -2.31 1.01
H -1.42 -1.17 -1.30
H -0.16 -2.26 -0.65
```

***

(2)
Below is a 2-piece molecular cluster, C2H4ClNS overall in a non-equilibrium geometry, with properties calculated with the ωB97M-V functional and the def2-TZVPD basis.

Results
Energy relative to the best compared isomer or geometry (same formula, charge and spin) (eV): 4.358
Total charge: 0
Kohn-Sham gap (spin up / spin down) (eV): 5.06 / 6.25
Highest occupied orbital energy (spin up / spin down) (eV): -8.7 / -9.5
Energy (eV): -26982.26624

Structure (XYZ):
```
9
C2H4ClNS | the Open Molecules 2025 dataset | the ωB97M-V functional and the def2-TZVPD basis
C -0.56 1.17 0.11
C 0.09 -1.14 -0.06
N 0.19 0.22 0.01
S -2.26 1.24 -0.17
Cl 2.50 0.97 -0.05
H -0.06 2.01 0.34
H 0.47 -1.63 0.94
H -0.92 -1.27 -0.14
H 0.54 -1.57 -0.98
```

***

(3)
Below is a 2-piece molecular cluster, C5H11NO overall in a non-equilibrium geometry, with properties calculated with the ωB97M-V functional and the def2-TZVPD basis.

Results
Energy relative to the best compared isomer or geometry (same formula, charge and spin) (eV): 2.316
Total charge: 0
Kohn-Sham gap (eV): 10.38
SMILES: CNC(C)=O.C=C
Highest occupied orbital energy (eV): -9.5
Energy (eV): -8899.38107

Structure (XYZ):
```
18
C5H11NO | the Open Molecules 2025 dataset | the ωB97M-V functional and the def2-TZVPD basis
C 2.80 -0.82 0.37
C 1.48 -0.39 -0.20
C -0.14 1.57 -0.35
C -3.09 -0.29 0.41
C -2.18 -0.99 -0.28
H 3.14 -0.07 1.07
H 3.62 -1.07 -0.40
H 2.60 -1.81 0.81
H 1.89 1.53 0.35
H -0.93 0.70 -0.27
H -0.39 2.18 0.49
H -0.16 2.16 -1.34
H -3.14 0.82 0.27
H -3.71 -0.72 1.15
H -1.46 -0.48 -1.02
H -2.16 -2.08 -0.38
N 1.20 0.94 -0.01
O 0.63 -1.18 -0.67
```

***

(4)
Below is C48H39N4O4PtS2Se as an isolated structure in a non-equilibrium geometry, with properties calculated with the ωB97M-V functional and the def2-TZVPD basis.

Results
Energy relative to the best compared isomer or geometry (same formula, charge and spin) (eV): 1.245
Total charge: +1
Kohn-Sham gap (eV): 6.58
Highest occupied orbital energy (eV): -10.4
Energy (eV): -154814.75705

Structure (XYZ):
```
99
C48H39N4O4PtS2Se | the Open Molecules 2025 dataset | the ωB97M-V functional and the def2-TZVPD basis
Pt 1.10 0.20 -1.28
O 1.52 0.11 0.81
N 2.74 0.13 1.20
N 3.62 0.07 0.30
O 3.36 -0.04 -0.98
C 5.00 0.11 0.71
C 5.35 0.14 2.06
C 6.69 0.16 2.41
C 7.67 0.16 1.42
C 7.31 0.14 0.09
C 5.97 0.11 -0.28
H 4.58 0.13 2.81
H 6.96 0.17 3.45
H 8.72 0.18 1.70
H 8.07 0.14 -0.68
H 5.68 0.08 -1.32
C -0.62 -5.58 3.61
C -0.70 -4.52 2.54
C -1.38 -4.77 1.35
C -1.41 -3.82 0.34
C -0.76 -2.62 0.53
C -0.07 -2.35 1.70
C -0.05 -3.30 2.70
S -0.76 -1.42 -0.81
O -0.78 -2.19 -2.07
C -2.44 -0.79 -0.64
C -3.38 -1.33 -1.53
C -4.68 -0.92 -1.46
C -5.09 0.05 -0.53
C -6.44 0.49 -0.45
C -6.81 1.45 0.45
C -5.85 2.03 1.30
C -4.54 1.63 1.25
C -4.13 0.62 0.35
C -2.78 0.17 0.29
C -1.80 0.76 1.24
C -1.82 0.40 2.62
C -2.65 -0.63 3.11
C -2.62 -0.98 4.43
C -1.75 -0.32 5.32
C -0.94 0.69 4.88
C -0.96 1.08 3.52
C -0.13 2.13 3.03
C -0.11 2.44 1.71
C -0.95 1.74 0.82
S -0.84 2.09 -0.95
O 0.44 2.84 -1.13
C -2.20 3.27 -1.03
C -2.09 4.52 -0.44
C -3.15 5.40 -0.53
C -4.32 5.05 -1.21
C -5.47 6.01 -1.31
C -4.40 3.79 -1.81
C -3.34 2.90 -1.73
H -1.43 -6.29 3.52
H -0.66 -5.13 4.60
H 0.32 -6.12 3.52
H -1.89 -5.71 1.21
H -1.93 -4.02 -0.59
H 0.45 -1.41 1.82
H 0.48 -3.09 3.62
H -3.05 -2.05 -2.26
H -5.42 -1.35 -2.14
H -7.17 0.04 -1.11
H -7.84 1.77 0.51
H -6.15 2.80 2.00
H -3.81 2.09 1.90
H -3.31 -1.15 2.43
H -3.26 -1.77 4.80
H -1.72 -0.61 6.36
H -0.28 1.21 5.56
H 0.50 2.66 3.73
H 0.56 3.19 1.31
H -1.18 4.80 0.07
H -3.07 6.38 -0.08
H -5.19 7.00 -0.96
H -6.31 5.66 -0.71
H -5.82 6.08 -2.34
H -5.29 3.51 -2.36
H -3.39 1.93 -2.21
C 2.14 -2.81 -3.60
N 3.01 -1.66 -3.78
C 2.65 -0.38 -3.82
Se 0.92 0.36 -3.67
N 3.74 0.37 -4.01
C 4.87 -0.44 -4.04
C 6.22 -0.16 -4.18
C 7.08 -1.25 -4.16
C 6.60 -2.56 -4.02
C 5.25 -2.83 -3.89
C 4.39 -1.74 -3.90
H 1.13 -2.48 -3.42
H 2.48 -3.39 -2.74
H 2.17 -3.44 -4.49
H 3.73 1.38 -4.00
H 6.58 0.85 -4.30
H 8.14 -1.08 -4.26
H 7.31 -3.37 -4.02
H 4.89 -3.84 -3.79
```

***

(5)
Below is one molecule with the formula C18H25NO3S, with properties calculated with the ωB97M-V functional and the def2-TZVPD basis.

Results
Energy relative to the best compared isomer or geometry (same formula, charge and spin) (eV): 0.162
Total charge: 0
Kohn-Sham gap (eV): 9.43
SMILES: CCOC(=O)CSCC(=O)N1CCC(Cc2ccccc2)CC1
Highest occupied orbital energy (eV): -8.8
Energy (eV): -37540.74073

Structure (XYZ):
```
48
C18H25NO3S | the Open Molecules 2025 dataset | the ωB97M-V functional and the def2-TZVPD basis
C 3.91 5.26 0.86
C 3.16 4.42 -0.16
H 3.44 4.68 -1.18
H 2.08 4.53 -0.03
O 3.48 3.03 -0.04
C 2.91 2.36 0.95
O 2.20 2.83 1.80
C 3.26 0.89 0.92
H 4.28 0.76 1.30
H 2.57 0.34 1.56
S 3.29 0.13 -0.73
C 1.92 0.95 -1.62
C 0.82 1.51 -0.74
O 0.57 2.70 -0.79
N 0.16 0.66 0.07
C 0.21 -0.78 0.04
H 1.05 -1.13 -0.55
C -1.10 -1.33 -0.53
C -2.29 -0.85 0.32
C -2.27 0.68 0.37
C -0.92 1.17 0.89
H -0.87 2.26 0.87
H -0.76 0.83 1.92
H -3.06 1.04 1.02
H -2.43 1.08 -0.63
H -2.17 -1.24 1.33
C -3.62 -1.36 -0.25
C -3.71 -2.86 -0.18
C -3.50 -3.64 -1.31
C -3.55 -5.02 -1.24
C -3.81 -5.64 -0.03
C -4.03 -4.87 1.11
C -3.97 -3.49 1.02
H -4.15 -2.90 1.91
H -4.23 -5.35 2.05
H -3.85 -6.72 0.04
H -3.39 -5.62 -2.12
H -3.30 -3.17 -2.26
H -3.72 -1.03 -1.28
H -4.44 -0.92 0.33
H -1.06 -2.42 -0.53
H -1.23 -0.99 -1.56
H 0.34 -1.14 1.06
H 1.54 0.22 -2.33
H 2.35 1.79 -2.17
H 3.69 6.31 0.69
H 4.99 5.10 0.76
H 3.61 5.00 1.87
```

***

(6)
Below is a 2-piece molecular cluster, C6H15PS overall in a non-equilibrium geometry, with properties calculated with the ωB97M-V functional and the def2-TZVPD basis.

Results
Energy relative to the best compared isomer or geometry (same formula, charge and spin) (eV): 2.181
Total charge: 0
Kohn-Sham gap (eV): 7.83
Highest occupied orbital energy (eV): -7.8
Energy (eV): -26587.00420

Structure (XYZ):
```
23
C6H15PS | the Open Molecules 2025 dataset | the ωB97M-V functional and the def2-TZVPD basis
C -1.97 1.25 -1.50
C 1.67 -0.09 -1.61
C 1.72 -0.76 2.22
C -1.19 -0.74 2.41
C -0.44 1.27 -1.31
C 0.23 0.03 -1.26
P 0.20 -0.04 1.42
S 0.42 1.88 1.67
H -2.36 0.50 -0.94
H -2.37 2.26 -1.34
H -2.15 0.97 -2.57
H 2.03 0.86 -2.02
H 2.14 -0.40 -0.67
H 1.77 -0.81 -2.43
H 1.87 -0.36 3.23
H 1.50 -1.84 2.22
H 2.62 -0.55 1.72
H -1.02 -0.55 3.43
H -2.14 -0.34 2.21
H -1.06 -1.74 2.14
H -0.28 1.80 -0.25
H -0.02 2.26 -1.71
H -0.46 -0.83 -1.43
```

***

(7)
Below is C6H14O2 as an isolated structure in a non-equilibrium geometry, with properties calculated with the ωB97M-V functional and the def2-TZVPD basis.

Results
Energy relative to the best compared isomer or geometry (same formula, charge and spin) (eV): 6.830
Total charge: 0
Kohn-Sham gap (eV): 10.37
Highest occupied orbital energy (eV): -9.5
Energy (eV): -10537.78673

Structure (XYZ):
```
22
C6H14O2 | the Open Molecules 2025 dataset | the ωB97M-V functional and the def2-TZVPD basis
C 0.20 2.21 0.10
C 1.48 1.18 -0.19
C 1.00 -0.31 0.08
C 1.87 -1.65 -0.25
C -1.20 -1.36 0.12
C -2.35 -0.38 0.33
H 0.74 3.30 0.14
H -0.63 2.00 -0.97
H -0.28 2.27 1.26
H 1.56 1.26 -1.22
H 2.46 1.62 0.42
H 0.60 -0.40 1.00
H 2.20 -1.92 -1.37
H 2.79 -1.26 0.29
H 1.31 -2.46 0.38
H -1.59 -2.20 -0.62
H -0.59 -1.62 1.24
H -3.09 -1.08 0.62
H -1.91 0.27 1.09
H -1.69 0.48 -1.21
O -0.27 -0.43 -0.62
O -2.60 0.50 -0.63
```

***

(8)
Below is one molecule with the formula C5H8N2, with properties calculated with the ωB97M-V functional and the def2-TZVPD basis.

Results
Energy relative to the best compared isomer or geometry (same formula, charge and spin) (eV): 2.372
Total charge: 0
Kohn-Sham gap (eV): 10.62
SMILES: [H]/N=C1/CN2[C@@H](C)[C@H]12
Highest occupied orbital energy (eV): -9.5
Energy (eV): -8292.62439

Structure (XYZ):
```
15
C5H8N2 | the Open Molecules 2025 dataset | the ωB97M-V functional and the def2-TZVPD basis
C 1.09 -0.97 -1.71
C 0.17 -0.17 -0.82
C 0.05 -0.53 0.61
N 0.83 0.68 0.16
C -0.23 1.56 0.74
C -0.99 0.33 1.25
N -1.98 0.19 2.02
H 2.12 -0.86 -1.34
H 1.05 -0.58 -2.73
H 0.83 -2.03 -1.73
H -0.73 0.23 -1.30
H -2.15 -0.80 2.22
H 0.48 -1.42 1.05
H 0.17 2.15 1.57
H -0.71 2.22 0.02
```